{
  "formula": "C8H12N2PRu",
  "method": "ωB97M-V/def2-TZVPD",
  "species": ["C", "C", "C", "C", "C", "Ru", "P", "H", "H", "H", "H", "H", "H", "H", "H", "N", "C", "C", "N", "C", "H", "H", "H", "H"],
  "positions_angstrom": [[-1.1743, 0.3214, -1.5105], [-1.1742, -0.8432, -2.3531], [0.0812, -1.3788, -2.7287], [1.1694, -0.6802, -2.1151], [0.9229, 0.6279, -1.5624], [0.0325, -0.2693, -0.1294], [-1.5874, 0.0596, 1.3709], [-2.0033, 1.0269, -1.4003], [-2.1146, -1.3115, -2.6335], [0.1983, -2.2144, -3.4415], [1.7208, 1.3639, -1.5074], [2.1879, -1.0976, -2.1396], [-1.5280, -0.7236, 2.5615], [-2.9440, -0.0246, 0.9378], [-1.5238, 1.3828, 1.8875], [2.3771, 0.8563, 3.2112], [3.3394, 0.1447, 2.5133], [2.6948, -0.4651, 1.4864], [1.3680, -0.0824, 1.4988], [1.2101, 0.6950, 2.5602], [2.4916, 1.4347, 4.0423], [4.3548, 0.1192, 2.8174], [3.0855, -1.0939, 0.7189], [0.2984, 1.0956, 2.8990]],
  "lowdin_spin": [0.32, 0.21, 0.30, 0.11, 0.53, 2.15, 0.11, 0.02, 0.01, 0.01, 0.05, 0.01, 0.03, 0.01, 0.00, 0.01, 0.00, 0.01, 0.07, 0.03, 0.00, 0.00, 0.00, 0.00],
  "energy_ha": -857.31951,
  "s_squared": 6.03,
  "charge": 1,
  "multiplicity": 5
}